(1)
Entry from the Open Molecules 2025 dataset: a cluster of 17 separate species, H34O17 in total (ωB97M-V with the def2-TZVPD basis set).

Properties
* gap between HOMO and LUMO: 10.32 eV
* relative energy (zero: lowest compared OMol25 entry of this formula, charge and spin): 362.88 kJ/mol
* highest occupied orbital energy: -10.5122 eV
* spin multiplicity: 1

Positions of all 51 atoms, in Å:
O -0.365 -2.384 5.469
H -0.184 -1.964 4.621
H -1.250 -2.104 5.716
O -4.450 -3.017 0.622
H -5.134 -3.061 -0.044
H -4.718 -3.259 1.504
O -1.329 4.459 1.381
H -1.454 3.650 1.872
H -1.238 5.249 1.910
O -4.890 1.260 -0.618
H -4.594 1.302 -1.532
H -4.134 0.919 -0.139
O 5.054 0.394 -1.571
H 4.538 -0.297 -2.020
H 4.587 1.212 -1.743
O 2.854 -0.826 1.250
H 3.120 -1.022 2.171
H 3.359 -1.633 1.047
O 0.211 -0.194 0.488
H 0.712 0.630 0.460
H 0.962 -0.802 0.548
O 1.480 0.325 3.774
H 1.678 0.322 4.715
H 1.871 1.140 3.444
O 0.302 2.590 2.665
H -0.221 1.782 2.680
H 0.655 2.730 1.786
O 2.550 5.350 -0.998
H 1.678 5.121 -0.659
H 2.624 4.752 -1.750
O 2.346 -3.529 0.058
H 2.633 -4.160 0.721
H 1.529 -3.921 -0.272
O -2.459 -2.262 -4.694
H -3.324 -2.610 -4.455
H -2.653 -1.334 -4.679
O -2.066 -3.500 -0.885
H -2.501 -2.681 -1.196
H -2.900 -3.690 -0.398
O -2.452 -0.678 -1.821
H -1.776 -0.075 -1.444
H -1.751 -1.357 -1.777
O 2.968 -0.948 -2.393
H 2.393 -0.275 -2.804
H 2.373 -0.912 -1.620
O 2.698 1.956 0.807
H 2.983 1.172 1.282
H 3.069 2.723 1.246
O -2.256 1.328 -3.775
H -2.587 0.564 -3.264
H -2.051 0.848 -4.584

***

(2)
Entry from the Open Molecules 2025 dataset: a cluster of 18 separate species, H35O18 in total (ωB97M-V with the def2-TZVPD basis set).

Properties
* gap between HOMO and LUMO (spin up / spin down): 1.87 / 9.18 eV
* relative energy (zero: lowest compared OMol25 entry of this formula, charge and spin): 2.88 kJ/mol
* highest occupied orbital energy (spin up / spin down): 2.4879 / -4.7479 eV
* total charge: -2
* spin multiplicity: 2

Positions of all 53 atoms, in Å:
O -0.549 -2.128 1.003
H 2.057 -1.933 -5.539
H -1.434 -3.818 -3.533
O 0.005 0.918 1.900
H 2.503 -3.528 0.462
O -4.144 1.069 2.950
H -3.777 0.174 2.891
H -3.430 1.646 2.664
O -3.884 4.097 0.494
H -1.142 2.738 0.407
H -4.195 3.624 1.279
O -1.928 -0.646 3.219
H -1.398 0.001 2.707
H 0.249 -2.091 1.559
O 2.385 2.175 3.566
H 3.655 0.968 -1.388
H 3.022 2.685 3.058
O 1.114 -2.074 -5.414
H 2.147 -2.173 -1.480
H 0.934 -1.657 -4.560
O 3.302 0.701 -2.234
H 0.509 1.599 2.369
H 1.359 -0.902 -1.033
O -0.618 -3.589 -1.498
H -1.350 -3.062 -1.146
H 0.070 -3.045 -1.080
O 0.872 -1.130 3.559
H 0.698 -0.541 2.794
H 1.541 -0.742 4.126
O 1.535 -1.522 -1.836
H -3.371 3.069 -3.052
H 2.432 0.306 -2.253
O -3.833 2.225 -3.182
H -3.763 1.876 -2.281
H -4.414 3.659 -0.186
O 2.808 -4.325 0.910
H 0.577 0.388 1.213
H 2.582 1.238 3.341
O -2.134 -3.897 -4.205
H -1.276 -0.999 3.834
H -2.057 -2.991 -4.538
O -1.248 2.087 -0.303
H -0.597 -1.159 0.960
H -0.307 1.945 -0.464
O 3.153 0.067 2.141
H 2.236 -4.360 1.686
H 2.626 -0.178 1.306
O 0.196 4.273 -2.208
H -0.575 4.820 -2.437
H 0.074 3.591 -2.884
O 1.743 0.201 0.066
H 1.486 1.080 -0.228
H 3.555 -0.732 2.499

***

(3)
Entry from the Open Molecules 2025 dataset: a cluster of 18 separate species, H36O18 in total (ωB97M-V with the def2-TZVPD basis set).

Properties
* gap between HOMO and LUMO: 10.47 eV
* relative energy (zero: lowest compared OMol25 entry of this formula, charge and spin): 583.96 kJ/mol
* highest occupied orbital energy: -10.6551 eV
* spin multiplicity: 1

Positions of all 54 atoms, in Å:
O -1.250 0.720 3.682
H -1.519 -0.139 3.787
H -0.530 0.748 2.878
O -4.249 1.513 -1.651
H -3.448 1.269 -1.187
H -4.095 2.152 -2.475
O -2.362 -1.926 -1.669
H -1.681 -1.374 -2.059
H -3.213 -1.590 -1.787
O 0.327 1.248 -0.805
H -0.121 2.023 -0.413
H 1.216 1.533 -0.943
O -4.735 0.817 1.655
H -5.704 0.643 1.778
H -4.395 0.018 1.215
O -0.071 -0.204 -3.034
H 0.197 0.065 -3.880
H 0.189 0.370 -2.293
O 2.121 1.157 2.933
H 2.950 1.444 3.538
H 1.378 1.351 3.503
O -3.734 -4.073 -1.053
H -2.921 -3.634 -1.560
H -3.386 -4.980 -0.964
O 2.163 -0.404 -4.508
H 2.921 -1.016 -4.463
H 1.522 -0.957 -4.985
O 5.206 1.492 -2.672
H 4.987 0.912 -1.920
H 4.609 1.356 -3.357
O -0.982 3.143 4.612
H -1.220 2.841 5.506
H -1.701 2.774 4.134
O -0.350 -0.337 1.278
H 0.478 0.024 1.159
H -1.117 0.265 1.028
O 1.774 -2.094 1.885
H 1.719 -1.031 1.972
H 1.186 -2.725 1.969
O 5.251 -1.421 -0.147
H 5.286 -1.579 -1.141
H 4.479 -0.907 -0.053
O -1.208 -3.452 0.756
H -1.420 -2.484 0.750
H -1.951 -3.711 0.247
O 2.728 2.437 -0.927
H 3.049 1.587 -0.833
H 3.400 2.994 -1.364
O 2.759 -1.214 -0.386
H 2.200 -0.626 -0.913
H 2.201 -1.620 0.277
O -3.152 2.496 0.334
H -3.763 3.033 -0.145
H -3.672 1.779 0.734

***

(4)
Entry from the Open Molecules 2025 dataset: a structure of composition H37O18 (ωB97M-V with the def2-TZVPD basis set).

Properties
* gap between HOMO and LUMO: 10.61 eV
* relative energy (zero: lowest compared OMol25 entry of this formula, charge and spin): 897.91 kJ/mol
* highest occupied orbital energy: -13.2349 eV
* total charge: +1
* spin multiplicity: 1

Positions of all 55 atoms, in Å:
O -1.280 0.298 2.518
H -0.208 -4.604 2.826
H 2.249 -0.276 3.443
O 2.405 -0.994 4.154
H -1.198 1.233 2.576
O 4.529 0.246 3.404
H 4.228 -0.352 4.124
H 0.327 1.709 1.228
O 2.701 0.729 -0.356
H 2.362 0.411 -1.242
H 3.180 0.104 0.295
O 1.327 3.161 0.472
H 1.168 2.835 -0.518
H 1.270 4.060 0.593
O -4.582 0.230 1.081
H -4.596 -0.506 1.591
H -4.281 0.871 1.462
O 0.733 5.122 -0.961
H -4.432 2.626 -1.847
H 0.027 1.248 -0.280
O -0.348 -0.211 -2.530
H 0.000 -1.173 -2.694
H -1.202 -0.080 -2.114
O 1.403 -4.868 -1.322
H 2.130 -5.020 -1.902
H 0.200 1.729 -2.674
O 0.412 0.841 0.655
H 0.556 4.523 -1.790
H 1.501 0.916 -0.035
O 4.311 -1.137 0.895
H 5.110 -0.686 0.882
H 3.998 -1.342 1.648
O -2.137 1.973 -4.044
H -2.764 1.824 -4.706
H -1.484 1.250 -4.013
O 0.225 -4.182 3.459
H 0.590 -5.116 -1.833
H 1.073 -4.623 3.629
O -4.338 -2.840 -1.191
H -4.919 -2.703 -0.538
H -4.520 -3.761 -1.322
O 0.948 -1.956 -0.728
H 1.077 -2.496 0.054
H 0.810 -2.696 -1.359
O 1.159 1.855 -2.551
H -0.440 0.043 2.733
H 1.375 1.279 -3.237
O -4.952 1.862 -1.300
H 5.496 0.385 3.501
H -5.437 1.224 -1.980
O -2.644 0.916 -0.704
H -3.101 0.292 -0.058
H -3.380 1.108 -1.141
H 1.647 5.410 -1.012
H 1.712 -0.690 4.762

***

Number 1: largest force on an atom 2.55 eV/Å. Number 2: largest force on an atom 2.44 eV/Å. Number 3: largest force on an atom 10.67 eV/Å. Number 4: largest force on an atom 14.32 eV/Å.